# 1
Computed, not measured: a molecular structure, C16H9F9N3OSSb2Se8W at a distorted geometry, with ωB97M-V/def2-TZVPD.

The lowest unoccupied orbital energy comes out at 0.026 eV. For the frontier orbital gap, the calculation gives 5.65 eV. Its energy above the lowest of the compared OMol25 structures with the same formula, charge and spin is 109.1 kJ/mol. The calculation puts the total energy at -21910.942599 hartree. The charge is -1. The value obtained for the highest occupied orbital energy is -5.62 eV.

XYZ file:
```
50
C16H9F9N3OSSb2Se8W | the OMol25 dataset | ωB97M-V/def2-TZVPD
W -1.549 -0.617 0.902
N 2.963 0.789 0.015
C 3.151 0.260 -1.285
C 4.364 -0.268 -1.695
C 4.460 -0.819 -2.963
C 3.347 -0.885 -3.793
C 2.128 -0.386 -3.363
C 2.041 0.222 -2.120
S 0.590 0.977 -1.506
N 0.649 0.439 0.136
C 1.794 0.564 0.703
C 1.972 0.533 2.190
C 2.889 -0.326 2.786
C 2.968 -0.328 4.166
C 2.141 0.526 4.885
C 1.299 1.377 4.189
N 1.220 1.398 2.860
H 3.788 0.842 0.592
H 5.215 -0.264 -1.027
H 5.405 -1.226 -3.295
H 3.427 -1.340 -4.771
H 1.245 -0.453 -3.986
H 3.455 -1.028 2.188
H 3.641 -1.009 4.670
H 2.138 0.533 5.966
H 0.645 2.062 4.717
Se -2.642 0.030 5.339
Sb -3.656 0.587 3.269
Se -3.622 -1.534 1.708
Se -1.716 1.592 1.843
Se -5.651 1.780 2.819
Se 2.815 -3.112 0.240
Sb 0.494 -3.461 0.615
Se -0.933 -2.123 -0.976
Se -0.219 -1.711 2.532
Se -0.517 -5.509 1.210
F -3.697 0.460 -4.118
C -2.783 0.164 -3.182
F -2.600 -1.155 -3.206
F -1.632 0.742 -3.552
C -3.247 0.657 -1.767
O -2.493 0.216 -0.744
C -3.232 2.226 -1.747
F -1.983 2.683 -1.621
F -3.926 2.658 -0.688
F -3.747 2.792 -2.845
C -4.755 0.213 -1.608
F -5.595 1.063 -2.219
F -5.083 0.168 -0.328
F -4.968 -0.997 -2.138
```

# 2
Computed, not measured: 2 unconnected molecules or ions with the total composition C17H10ClF2N2O4S2 at a distorted geometry, with ωB97M-V/def2-TZVPD.

The lowest unoccupied orbital energy comes out at 1.693 eV. For the frontier orbital gap, the calculation gives 5.03 eV. Its energy above the lowest of the compared OMol25 structures with the same formula, charge and spin is 0.0 kJ/mol. The calculation puts the total energy at -2520.523510 hartree. The charge is -1. The value obtained for the highest occupied orbital energy is -3.34 eV.

XYZ file:
```
38
C17H10ClF2N2O4S2 | the OMol25 dataset | ωB97M-V/def2-TZVPD
N -5.888 4.262 0.748
C -4.820 3.879 0.424
C -3.532 3.394 0.018
C -3.326 2.017 -0.124
C -2.024 1.520 -0.141
C -0.969 2.430 -0.017
S 0.605 1.731 0.498
C 0.590 1.513 2.223
Cl 0.778 2.775 3.307
O 0.569 0.363 -0.013
O 1.603 2.715 0.222
C -1.158 3.802 -0.238
C -2.472 4.277 -0.256
H -4.176 1.323 -0.171
H -1.834 0.442 -0.191
H 0.018 0.697 2.592
H -0.313 4.456 -0.385
H -2.691 5.327 -0.430
F 0.428 -5.363 5.297
C 0.750 -4.141 5.890
F 1.789 -4.340 6.753
S 1.103 -3.112 4.419
N 1.949 -1.612 5.190
C 3.376 -1.557 5.448
O 3.917 -2.113 6.379
C 3.910 -0.652 4.422
C 2.912 -0.356 3.500
C 3.180 0.380 2.358
C 4.326 1.162 2.369
C 5.290 0.963 3.371
C 5.132 -0.015 4.367
C 1.645 -0.683 4.167
O 0.497 -0.291 4.013
H -0.130 -3.747 6.404
H 2.508 0.338 1.499
H 4.444 1.882 1.568
H 6.193 1.566 3.414
H 5.887 -0.264 5.110
```

# 3
Computed, not measured: a molecular structure, C17H10FeN2O2S2SbSe4 at a distorted geometry, with ωB97M-V/def2-TZVPD.

The lowest unoccupied orbital energy (spin up / spin down) comes out at 4.209 / 3.733 eV. Its multiplicity is 6. For the frontier orbital gap (spin up / spin down), the calculation gives 5.28 / 5.12 eV. Its energy above the lowest of the compared OMol25 structures with the same formula, charge and spin is 320.9 kJ/mol. The calculation puts the total energy at -12820.038021 hartree. The charge is -2. The value obtained for the highest occupied orbital energy (spin up / spin down) is -1.08 / -1.38 eV. As for the expectation value of S²: 8.824.

XYZ file:
```
39
C17H10FeN2O2S2SbSe4 | the OMol25 dataset | ωB97M-V/def2-TZVPD
Fe 0.590 -1.735 1.605
Se -2.637 -3.833 3.933
Sb -1.484 -2.180 2.589
Se 1.268 -2.007 3.820
Se 1.007 -3.813 2.337
Se -3.825 -0.968 2.374
O 4.140 -0.414 -0.151
C 2.999 -0.664 0.263
O 2.500 -1.757 0.607
C 2.050 0.543 0.366
C 2.391 1.728 -0.338
C 1.579 2.808 -0.257
C 0.431 2.748 0.570
C -0.457 3.840 0.724
C -1.549 3.743 1.538
C -1.783 2.549 2.254
C -0.934 1.487 2.129
C 0.181 1.545 1.265
N 0.985 0.440 1.118
H 3.299 1.710 -0.920
H 1.800 3.724 -0.795
H -0.252 4.752 0.174
H -2.235 4.575 1.631
H -2.648 2.452 2.897
H -1.111 0.599 2.713
S 1.049 -5.149 -0.110
C 0.518 -3.796 -0.977
N -0.009 -2.664 -0.521
C -0.364 -1.794 -1.536
C -0.960 -0.546 -1.348
C -1.257 0.237 -2.453
C -0.987 -0.212 -3.745
C -0.419 -1.463 -3.949
C -0.103 -2.240 -2.842
S 0.613 -3.817 -2.759
H -1.212 -0.215 -0.350
H -1.715 1.208 -2.307
H -1.228 0.413 -4.598
H -0.234 -1.832 -4.950
```

# 4
Computed, not measured: a molecular structure, C17H12BrNO2PdS5Se, with ωB97M-V/def2-TZVPD.

The lowest unoccupied orbital energy (spin up / spin down) comes out at 4.127 / 4.055 eV. Its multiplicity is 3. For the frontier orbital gap (spin up / spin down), the calculation gives 4.99 / 5.72 eV. Its energy above the lowest of the compared OMol25 structures with the same formula, charge and spin is 77.4 kJ/mol. The calculation puts the total energy at -7954.546641 hartree. The charge is -2. The value obtained for the highest occupied orbital energy (spin up / spin down) is -0.86 / -1.66 eV. As for the expectation value of S²: 2.022.

XYZ file:
```
40
C17H12BrNO2PdS5Se | the OMol25 dataset | ωB97M-V/def2-TZVPD
Pd 0.688 0.095 0.848
O 7.523 -1.607 0.420
C 6.310 -1.574 0.439
S 5.330 -1.990 1.837
C 3.726 -1.612 1.174
C 3.730 -1.115 -0.131
S 2.405 -0.719 -1.082
S 5.326 -0.936 -0.873
S 2.401 -1.917 2.140
C -1.290 3.850 0.596
S -1.269 2.050 0.903
O -2.658 1.722 1.299
C -1.142 1.641 -0.853
C -2.216 1.010 -1.455
C -2.136 0.677 -2.800
C -0.996 0.984 -3.529
C 0.076 1.620 -2.912
C 0.011 1.954 -1.569
H -1.991 4.064 -0.212
H -0.281 4.183 0.351
H -1.618 4.304 1.529
H -3.076 0.757 -0.847
H -2.961 0.157 -3.274
H -0.930 0.706 -4.575
H 0.983 1.824 -3.467
H 0.865 2.391 -1.064
Br -4.111 -4.705 0.914
C -2.765 -3.331 0.877
C -2.033 -3.135 -0.279
C -1.065 -2.135 -0.291
C -0.805 -1.320 0.817
C -1.578 -1.568 1.959
C -2.552 -2.561 2.004
H -2.209 -3.752 -1.153
H -0.489 -1.994 -1.201
H -1.427 -0.962 2.847
H -3.138 -2.727 2.900
Se 1.304 1.865 4.087
C 1.855 1.861 2.374
N 2.201 1.945 1.254
```

# 5
Computed, not measured: a molecular structure, C17H12Cl2F2IrN2S, with ωB97M-V/def2-TZVPD.

The lowest unoccupied orbital energy comes out at -4.413 eV. For the frontier orbital gap, the calculation gives 6.91 eV. Its energy above the lowest of the compared OMol25 structures with the same formula, charge and spin is 107.6 kJ/mol. The calculation puts the total energy at -2386.944775 hartree. The charge is +1. The value obtained for the highest occupied orbital energy is -11.32 eV.

XYZ file:
```
37
C17H12Cl2F2IrN2S | the OMol25 dataset | ωB97M-V/def2-TZVPD
Ir 1.008 -0.084 -0.906
S 0.153 -0.768 -3.150
C -1.189 0.027 -2.392
C -2.472 0.283 -2.878
C -3.351 0.979 -2.080
C -2.969 1.410 -0.804
C -1.702 1.131 -0.360
N -0.854 0.457 -1.156
H -2.742 -0.062 -3.866
H -4.346 1.199 -2.443
H -3.647 1.957 -0.167
H -1.332 1.424 0.612
F 2.036 3.128 3.334
C 1.608 1.945 2.888
C 1.552 1.728 1.522
C 1.130 0.492 1.049
C 0.729 -0.498 1.965
C 0.789 -0.215 3.328
F 0.404 -1.137 4.223
C 1.230 0.994 3.816
C 0.294 -1.755 1.364
C -0.152 -2.885 2.039
C -0.522 -4.012 1.330
C -0.455 -3.999 -0.054
C 0.000 -2.863 -0.682
N 0.370 -1.766 0.004
H 1.840 2.533 0.861
H 1.265 1.188 4.878
H -0.205 -2.876 3.114
H -0.857 -4.895 1.858
H -0.751 -4.851 -0.647
H 0.069 -2.798 -1.756
Cl 2.678 2.340 -4.556
C 2.726 3.038 -2.967
Cl 1.603 2.201 -1.797
H 2.343 4.051 -2.978
H 3.720 2.959 -2.544
```

# 6
Computed, not measured: a molecular structure, C17H12ClF6N4O5ReS2Se2 at a distorted geometry, with ωB97M-V/def2-TZVPD.

The lowest unoccupied orbital energy (spin up / spin down) comes out at -3.938 / -5.270 eV. Its multiplicity is 2. For the frontier orbital gap (spin up / spin down), the calculation gives 7.60 / 6.27 eV. Its energy above the lowest of the compared OMol25 structures with the same formula, charge and spin is 277.0 kJ/mol. The calculation puts the total energy at -7986.842492 hartree. The charge is +1. The value obtained for the highest occupied orbital energy (spin up / spin down) is -11.54 / -11.54 eV. As for the expectation value of S²: 0.756.

XYZ file:
```
50
C17H12ClF6N4O5ReS2Se2 | the OMol25 dataset | ωB97M-V/def2-TZVPD
Re 0.955 -0.500 0.429
F -3.224 2.081 -2.786
C -4.273 1.337 -2.435
F -4.375 0.312 -3.274
F -5.370 2.070 -2.489
S -4.020 0.651 -0.742
O -2.784 -0.079 -0.802
O -5.235 0.013 -0.382
N -3.824 2.027 0.100
S -2.500 2.276 0.860
O -2.605 2.920 2.151
O -0.372 0.588 0.582
C -1.474 3.470 -0.208
F -2.247 4.439 -0.654
F -0.505 3.957 0.543
F -0.969 2.790 -1.222
Se 3.825 -0.212 2.634
Se 2.523 1.702 2.868
C 1.020 0.655 3.408
C 0.289 0.981 4.533
C -0.765 0.147 4.884
C -0.999 -0.994 4.132
C -0.198 -1.232 3.027
N 0.771 -0.402 2.648
C 3.977 -0.188 0.752
C 5.264 -0.409 0.262
C 5.508 -0.379 -1.092
C 4.458 -0.055 -1.946
C 3.222 0.164 -1.392
N 2.953 0.065 -0.075
H 0.553 1.843 5.129
H -1.375 0.372 5.748
H -1.780 -1.692 4.394
H -0.342 -2.115 2.414
H 6.064 -0.580 0.968
H 6.505 -0.550 -1.474
H 4.592 0.045 -3.013
H 2.410 0.479 -2.009
O 1.320 -2.072 0.978
Cl -2.865 -3.839 -1.588
C -1.537 -2.857 -2.047
C -1.149 -2.735 -3.366
C -0.081 -1.904 -3.662
C 0.556 -1.231 -2.643
N 0.176 -1.349 -1.355
C -0.854 -2.154 -1.072
H -1.678 -3.273 -4.141
H 0.254 -1.772 -4.680
H 1.359 -0.573 -2.856
H -1.153 -2.237 -0.037
```